Record 1
{"formula": "C31H65N3O22Zr", "method": "the ωB97M-V functional and the def2-TZVPD basis", "lumo_ev": -2.14, "total_charge": 0, "gap_ev": 1.9788, "relative_energy_kj_mol": 0.0, "e_tot_ha": -3086.308243, "species": ["Zr", "O", "C", "C", "O", "H", "H", "H", "H", "O", "C", "C", "O", "H", "H", "H", "H", "C", "N", "O", "O", "H", "H", "H", "C", "N", "O", "O", "H", "H", "H", "C", "N", "O", "O", "H", "H", "H", "O", "C", "O", "C", "C", "C", "H", "H", "H", "H", "H", "H", "H", "H", "O", "C", "O", "C", "C", "C", "H", "H", "H", "H", "H", "H", "H", "H", "O", "C", "O", "C", "C", "C", "H", "H", "H", "H", "H", "H", "H", "H", "O", "C", "O", "C", "C", "C", "H", "H", "H", "H", "H", "H", "H", "H", "O", "C", "O", "C", "C", "C", "H", "H", "H", "H", "H", "H", "H", "H", "O", "C", "O", "C", "C", "C", "H", "H", "H", "H", "H", "H", "H", "H"], "coordinates": [[0.870713, -0.809228, 2.718260], [-5.337757, -0.987150, -2.499476], [-4.420533, -1.110057, -1.690951], [-3.002987, -1.931502, -2.306764], [-3.182226, -2.558227, -3.359225], [-4.756808, -1.744866, -0.843240], [-4.046309, -0.150778, -1.275158], [-2.296819, -1.105755, -2.531902], [-2.609658, -2.607855, -1.523703], [1.197778, -2.075598, 1.004273], [0.584754, -1.647837, -0.187691], [-0.048272, -0.215558, -0.102346], [-0.193589, 0.319166, 1.186442], [-0.143002, -2.380246, -0.580613], [1.387213, -1.672307, -0.948563], [-0.995354, -0.141516, -0.670274], [0.585133, 0.451452, -0.721209], [2.932188, -3.638162, -1.400642], [4.176705, -4.327205, -0.970152], [4.321690, -4.518409, 0.221344], [4.964686, -4.644008, -1.831739], [2.437804, -3.146920, -0.562728], [2.283329, -4.382060, -1.852601], [3.205277, -2.840208, -2.086351], [-2.291083, 2.186701, 3.716715], [-2.946832, 3.428435, 3.165776], [-4.099699, 3.624468, 3.452953], [-2.272398, 4.124442, 2.439735], [-1.568351, 2.474202, 4.471176], [-1.821771, 1.794088, 2.816511], [-3.114272, 1.661176, 4.181251], [0.535859, -2.338707, -3.684740], [0.033880, -2.713946, -5.046543], [-0.451613, -1.843734, -5.736801], [0.184958, -3.868372, -5.384574], [0.014247, -2.988434, -2.991397], [0.293485, -1.292520, -3.542543], [1.609415, -2.484446, -3.753426], [0.785464, -3.155019, 3.522255], [0.969845, -4.275340, 3.943935], [1.398011, -5.236916, 3.165162], [1.534189, -4.962276, 1.755634], [1.813979, -6.282847, 1.073722], [0.655789, -4.725381, 5.337031], [2.300300, -4.217928, 1.561971], [0.575615, -4.557102, 1.426301], [0.993542, -6.962572, 1.300416], [2.746054, -6.685467, 1.463471], [1.865284, -6.113109, 0.001091], [0.827531, -3.870529, 5.993036], [1.387885, -5.474090, 5.640352], [-0.346755, -5.103136, 5.511972], [2.703841, 0.422845, -3.734285], [2.252675, 0.916369, -4.739437], [1.636604, 2.091127, -4.706573], [1.371629, 2.728641, -3.449752], [0.441314, 3.876647, -3.748211], [2.335714, 0.299269, -6.102072], [2.308386, 3.133688, -3.044496], [1.113061, 1.950227, -2.725831], [0.237250, 4.455279, -2.846196], [-0.498038, 3.576675, -4.206298], [0.981411, 4.537526, -4.426382], [1.531780, 0.684569, -6.722272], [2.214427, -0.775360, -6.001775], [3.326133, 0.519968, -6.497038], [-1.244189, -1.940557, 2.559123], [-2.261629, -2.384558, 2.086236], [-3.338208, -1.703037, 1.780053], [-3.409059, -0.326519, 2.191449], [-4.780548, 0.225055, 1.846616], [-2.364738, -3.816455, 1.675517], [-2.650714, 0.254875, 1.672258], [-3.308860, -0.317966, 3.276522], [-4.742298, 1.303397, 2.028410], [-5.562694, -0.188775, 2.478779], [-5.004939, 0.122335, 0.785470], [-2.133461, -3.911010, 0.613022], [-3.333070, -4.270628, 1.873256], [-1.628543, -4.421742, 2.202784], [2.850010, 0.034318, 1.689794], [3.994073, 0.081080, 1.280274], [4.926088, 0.877593, 1.733564], [4.623333, 1.818395, 2.767293], [5.163935, 3.182295, 2.388380], [4.427302, -0.774239, 0.133734], [5.075235, 1.520912, 3.713032], [3.546360, 1.850922, 2.909575], [5.077540, 3.844174, 3.250851], [4.645192, 3.656413, 1.558447], [6.217268, 3.074144, 2.126779], [3.570415, -1.395821, -0.106817], [5.335707, -1.325621, 0.381208], [4.746393, -0.170789, -0.718698], [1.175931, 1.587513, 3.176778], [1.178532, 2.790766, 3.339686], [1.399706, 3.651222, 2.375807], [1.579200, 3.176005, 1.030866], [0.493141, 3.819303, 0.164872], [1.095159, 3.420451, 4.710494], [1.560106, 2.089617, 0.975192], [2.506038, 3.574466, 0.617962], [0.666302, 4.891458, 0.157345], [-0.491348, 3.581434, 0.560850], [0.528462, 3.333363, -0.811810], [1.575791, 2.804724, 5.461466], [0.061567, 3.698560, 4.901238], [1.649886, 4.358136, 4.628313], [-5.571952, 3.053274, -2.345023], [-4.765266, 3.775266, -2.854242], [-3.433095, 3.628063, -2.745093], [-2.983861, 2.433532, -2.091486], [-3.026504, 2.497016, -0.576517], [-5.133072, 4.959670, -3.700639], [-1.920810, 2.418251, -2.357431], [-3.392732, 1.517144, -2.517773], [-4.019244, 2.739105, -0.200078], [-2.303765, 3.226176, -0.217486], [-2.687487, 1.537723, -0.172502], [-4.555982, 5.838146, -3.402166], [-6.188924, 5.167311, -3.559212], [-4.914350, 4.839871, -4.761078]], "forces_ev_per_a": [[-0.733, -0.203, -3.080], [-0.391, 0.316, -1.550], [-3.614, 2.055, 2.822], [4.339, -2.103, -1.942], [-0.940, -0.828, -0.818], [1.100, -0.969, -0.014], [0.995, -0.111, -0.311], [-0.645, 1.081, 0.834], [-0.661, 0.513, 1.108], [-0.467, 0.770, 0.430], [0.469, 0.146, 0.249], [0.275, 0.469, -0.618], [0.532, -0.777, 0.688], [-0.308, -0.100, 0.369], [-0.419, 0.594, -0.288], [-0.167, -0.487, 0.299], [0.292, 0.030, 0.256], [-0.230, 0.560, 0.123], [-0.110, 0.286, 0.158], [0.155, -0.084, 0.021], [0.031, -0.076, -0.044], [0.209, -0.603, 0.348], [0.060, 0.015, -0.199], [0.148, -0.342, -0.363], [-0.507, 0.977, -0.425], [0.552, -0.211, 0.297], [-0.568, 0.182, 0.123], [0.189, 0.234, -0.093], [0.114, 0.117, -0.105], [0.188, -0.677, 0.406], [0.199, -0.511, -0.177], [-0.336, 0.188, -0.737], [-0.019, 0.027, -0.116], [0.026, 0.101, 0.046], [0.006, -0.076, 0.093], [0.249, -0.058, 0.176], [0.020, 0.013, 0.167], [-0.009, -0.107, 0.362], [0.437, 0.957, 0.431], [-0.639, -0.167, -0.273], [0.291, -0.706, 0.309], [-0.468, -0.068, -0.521], [-0.147, 0.385, 0.600], [1.131, 0.413, 0.725], [-0.019, 0.027, 0.260], [0.173, 0.208, -0.059], [0.071, -0.186, -0.146], [0.075, -0.178, -0.265], [0.121, -0.170, -0.054], [-0.258, 0.036, -0.025], [-0.212, -0.214, -0.101], [-0.108, -0.009, -0.423], [0.204, -0.484, 0.298], [0.134, -0.063, 0.735], [-0.447, 0.393, -0.927], [0.918, -0.213, 0.305], [0.090, 0.089, 0.233], [-0.327, 0.172, 0.263], [0.045, -0.050, -0.208], [-0.675, 0.198, -0.099], [-0.081, -0.107, 0.020], [-0.016, -0.097, 0.014], [-0.190, 0.049, -0.126], [0.212, 0.071, -0.244], [0.137, -0.038, -0.008], [-0.087, -0.008, -0.241], [0.162, 1.077, 0.931], [0.100, -0.838, -0.726], [-0.426, 0.100, -0.031], [-0.813, 0.234, -0.096], [0.354, 0.335, 0.005], [0.136, -0.825, 0.157], [0.398, -0.268, 0.225], [0.469, 0.102, -0.069], [-0.103, -0.038, 0.094], [-0.087, -0.150, -0.184], [-0.116, -0.217, 0.066], [-0.142, 0.140, -0.071], [-0.182, 0.301, -0.171], [0.129, 0.238, 0.057], [-0.004, 0.216, 0.890], [-0.384, -0.591, -0.792], [0.637, 0.151, 0.143], [-0.596, 0.880, 0.343], [0.277, -0.173, 0.018], [0.393, 0.163, -0.088], [0.103, -0.439, -0.179], [-0.008, -0.142, 0.014], [0.063, -0.001, 0.003], [-0.098, -0.167, -0.094], [0.021, 0.197, 0.024], [0.253, -0.148, -0.094], [-0.242, -0.291, 0.228], [-0.358, 0.196, 0.004], [-0.600, -0.961, 0.258], [0.441, -0.725, 0.943], [0.452, 0.624, -0.288], [-0.747, 0.338, -1.126], [0.079, -0.986, 0.567], [0.321, 0.937, -1.125], [-0.099, 0.042, 0.226], [0.399, -0.171, 0.615], [-0.243, 0.078, -0.375], [0.017, 0.194, 0.199], [0.159, 0.434, -0.174], [-0.393, -0.315, 0.076], [0.007, -0.159, 0.426], [-0.106, 0.045, 0.220], [-0.071, -0.460, 0.315], [-0.083, 0.367, -0.493], [-0.228, -0.270, -0.033], [1.445, -0.067, 0.142], [-0.107, -0.035, -0.028], [0.135, 0.675, 0.130], [-0.069, -0.094, -0.104], [-0.607, 0.299, -0.014], [-0.002, -0.084, 0.027], [-0.211, 0.210, -0.004], [-0.136, -0.022, -0.044], [-0.017, -0.078, 0.139], [-0.034, -0.043, -0.093], [-0.020, -0.404, 0.040]]}

Record 2
{"formula": "C31H66Cl2N9O2S2", "method": "the ωB97M-V functional and the def2-TZVPD basis", "lumo_ev": -2.82, "total_charge": 1, "gap_ev": 7.7884, "relative_energy_kj_mol": 0.0, "e_tot_ha": -3580.491891, "species": ["C", "C", "C", "N", "C", "C", "N", "C", "C", "C", "N", "C", "N", "C", "C", "C", "C", "C", "C", "C", "S", "C", "S", "N", "C", "C", "N", "C", "N", "C", "Cl", "C", "C", "Cl", "H", "H", "H", "H", "H", "H", "H", "H", "H", "H", "H", "H", "H", "H", "H", "H", "H", "H", "H", "H", "H", "H", "H", "H", "H", "H", "H", "H", "H", "H", "H", "H", "H", "H", "H", "H", "H", "H", "H", "H", "H", "H", "H", "H", "C", "C", "C", "O", "C", "N", "H", "H", "H", "H", "H", "H", "H", "H", "H", "H", "H", "C", "C", "C", "O", "C", "N", "H", "H", "H", "H", "H", "H", "H", "H", "H", "H", "H"], "coordinates": [[4.086905, -2.002408, 0.995579], [3.097476, -1.856568, 2.152647], [1.672212, -2.243026, 1.773740], [1.153151, -1.321459, 0.756551], [-0.164527, -1.728920, 0.273491], [0.095823, -2.729898, -0.848809], [0.407959, -2.133683, -2.205146], [1.864096, -2.223599, -2.594063], [2.063859, -2.688872, -4.027158], [3.487707, -3.203375, -4.257770], [3.557161, -4.663298, -4.198081], [-0.143389, -0.729097, -2.353108], [-0.209558, -0.279367, -3.707803], [0.836762, 0.651678, -4.139873], [0.491555, 1.298189, -5.491201], [1.499432, 0.928148, -6.585459], [-1.453461, -0.711768, -1.524560], [-2.499576, 0.228977, -2.087753], [-3.888864, -0.080578, -1.486976], [-4.594478, -1.200573, -2.252891], [-5.601172, -2.233283, -1.143296], [-7.250608, -2.034930, -1.700570], [-8.474458, -2.172307, -0.666639], [-7.419924, -1.808527, -3.070298], [-6.746115, -2.418305, -4.114860], [-7.271518, -1.867149, -5.251815], [-8.216521, -0.924163, -4.942333], [-8.298869, -0.924712, -3.644021], [-1.044199, -0.631230, -0.119030], [-0.892010, 0.541131, 0.714093], [-1.189494, -0.054113, 2.430589], [-1.708093, 1.818350, 0.410411], [-0.833905, 2.719055, -0.475928], [-2.042489, 2.762301, 1.903066], [4.887172, -1.271207, 1.056410], [3.581640, -1.843859, 0.045655], [4.544152, -2.988861, 1.000090], [3.416392, -2.445566, 3.007156], [3.079027, -0.814983, 2.480725], [1.046028, -2.198765, 2.667277], [1.688669, -3.261109, 1.384159], [1.146707, -0.415298, 1.205428], [-0.690900, -2.324313, 1.031817], [-0.784754, -3.355851, -0.963739], [0.929169, -3.362780, -0.581797], [-0.086589, -2.704908, -2.888280], [2.364233, -2.930924, -1.939304], [2.319039, -1.253282, -2.428307], [1.853935, -1.900233, -4.745683], [1.379196, -3.509174, -4.259945], [4.192751, -2.737875, -3.567544], [3.786356, -2.888329, -5.256451], [2.733600, -5.075508, -3.788484], [4.374606, -4.989920, -3.708559], [0.543460, -0.082843, -1.810389], [-0.298818, -1.033313, -4.377972], [0.958043, 1.420412, -3.380966], [1.814498, 0.168056, -4.242493], [0.553808, 2.374499, -5.356804], [-0.517896, 1.039363, -5.793977], [1.783580, -0.122605, -6.525601], [2.410312, 1.507694, -6.458036], [1.109113, 1.123757, -7.578052], [-1.955559, -1.681037, -1.640367], [-2.571832, 0.023159, -3.151857], [-2.253009, 1.273296, -2.016258], [-4.498824, 0.818380, -1.568430], [-3.808681, -0.301532, -0.424935], [-5.250471, -0.786835, -3.008344], [-3.878359, -1.847871, -2.757162], [-6.016675, -3.188385, -3.959468], [-6.989400, -2.127325, -6.255072], [-8.972227, -0.295923, -3.093076], [0.141164, 0.882746, 0.752879], [-2.685701, 1.665005, 0.000992], [-1.439445, 3.237551, -1.216991], [-0.072641, 2.145883, -1.001540], [-0.347045, 3.473668, 0.126099], [3.151302, 4.523824, 0.278792], [2.402624, 4.176405, 1.561266], [3.156913, 4.539913, 2.846040], [4.213186, 3.659304, 3.168718], [5.450700, 3.929328, 2.535312], [2.032669, 2.755729, 1.532279], [3.963587, 3.824017, 0.081750], [2.473755, 4.482747, -0.575127], [3.570623, 5.529518, 0.326332], [1.475639, 4.758401, 1.567595], [2.455688, 4.471782, 3.681487], [3.519159, 5.574819, 2.809828], [5.609843, 5.004210, 2.412997], [5.523966, 3.439118, 1.560899], [6.237362, 3.531297, 3.174482], [1.444616, 2.554961, 2.338649], [2.881616, 2.222050, 1.703114], [-1.015174, -0.882627, 8.176729], [-0.927015, -0.362740, 6.745999], [0.316256, 0.495480, 6.469925], [0.254453, 1.811111, 6.976111], [0.615427, 1.958589, 8.337887], [-2.171987, 0.333390, 6.412427], [-1.323287, -0.101726, 8.871318], [-1.755328, -1.679262, 8.239654], [-0.056870, -1.282776, 8.513594], [-0.850945, -1.233051, 6.084952], [0.412295, 0.609293, 5.385025], [1.226435, -0.006432, 6.826447], [1.416672, 1.267252, 8.614345], [-0.238839, 1.807312, 9.001457], [0.972339, 2.978778, 8.471728], [-2.153136, 0.592022, 5.429289], [-2.173238, 1.222287, 6.905171]], "forces_ev_per_a": [[-0.039, -0.077, 0.162], [-0.075, 0.328, -0.315], [0.486, 0.195, 0.047], [0.226, -0.015, -0.147], [0.440, -0.178, 0.211], [-0.782, -0.051, -0.144], [0.647, 0.012, 0.125], [0.296, -0.163, -0.264], [0.082, -0.010, -0.061], [-0.015, -0.216, -0.418], [-0.065, 0.236, 0.101], [-0.384, 0.619, 0.065], [0.345, -0.397, 0.151], [0.062, 0.116, -0.365], [0.655, 0.030, -0.024], [-0.077, -0.027, 0.256], [0.205, 0.042, -0.338], [-0.704, -0.300, 0.317], [0.225, 0.537, -0.168], [-0.026, -0.082, 0.289], [0.040, -0.038, 0.046], [0.096, -0.033, -0.012], [-0.208, 0.029, 0.132], [0.022, 0.043, 0.014], [-0.265, 0.265, -0.606], [0.613, -0.496, 0.552], [-0.075, -0.005, 0.075], [-0.276, 0.199, -0.459], [-0.324, 0.297, -0.268], [-0.384, -0.268, 0.572], [-0.055, -0.041, -0.118], [0.806, 0.484, 0.230], [-0.528, 0.012, -0.464], [-0.088, -0.005, -0.053], [0.131, 0.039, 0.057], [-0.039, 0.014, -0.127], [0.018, -0.124, -0.112], [0.011, -0.060, 0.134], [-0.006, 0.066, 0.120], [-0.193, -0.255, 0.055], [-0.186, -0.147, -0.009], [-0.134, -0.032, -0.112], [0.079, 0.035, 0.235], [-0.016, -0.112, -0.175], [0.073, -0.083, 0.143], [-0.126, -0.051, -0.003], [-0.149, -0.064, 0.211], [-0.028, 0.137, 0.111], [-0.105, 0.154, 0.052], [-0.106, -0.067, -0.025], [-0.025, 0.136, 0.160], [0.112, 0.058, -0.062], [0.018, -0.110, 0.130], [0.051, -0.124, 0.023], [0.179, -0.027, 0.012], [-0.287, 0.042, -0.088], [-0.173, 0.004, 0.197], [0.093, -0.075, 0.106], [-0.366, 0.157, -0.089], [-0.186, -0.006, 0.096], [-0.070, -0.149, -0.113], [0.132, 0.021, -0.051], [-0.023, 0.044, -0.125], [0.139, -0.153, 0.053], [0.218, 0.015, -0.151], [0.229, 0.342, 0.094], [-0.108, 0.030, 0.124], [0.031, -0.141, 0.111], [0.023, 0.033, -0.185], [0.044, -0.101, -0.056], [0.050, -0.095, 0.090], [-0.129, 0.104, -0.194], [0.035, -0.031, 0.370], [-0.013, 0.163, 0.108], [-0.287, -0.452, -0.158], [-0.063, 0.059, -0.038], [0.109, -0.038, -0.073], [0.275, -0.044, 0.084], [-0.049, 0.027, -0.049], [0.121, 0.006, -0.152], [-0.138, 0.046, 0.125], [0.052, -0.015, -0.097], [0.016, -0.087, 0.087], [-0.144, -0.227, 0.103], [0.026, -0.010, 0.048], [-0.009, -0.030, 0.007], [0.010, -0.004, 0.006], [-0.012, 0.011, 0.077], [0.021, -0.034, 0.015], [0.006, -0.004, -0.077], [-0.009, 0.011, -0.030], [0.010, 0.075, -0.040], [-0.016, 0.005, 0.022], [-0.040, 0.048, 0.001], [0.044, 0.015, -0.017], [0.030, -0.091, 0.006], [-0.059, 0.092, 0.173], [0.026, -0.078, -0.179], [0.035, 0.010, 0.068], [-0.047, 0.106, -0.044], [0.170, 0.047, -0.185], [0.018, 0.045, -0.013], [-0.035, 0.028, -0.014], [0.002, 0.018, 0.004], [0.037, 0.007, -0.039], [-0.021, 0.036, 0.001], [-0.032, -0.029, 0.055], [-0.008, -0.031, 0.013], [0.038, -0.066, 0.037], [0.005, 0.001, -0.026], [-0.090, -0.052, -0.007], [-0.061, -0.029, 0.072]]}